C5H14N2S | ωB97M-V/def2-TZVPD

Each line ends with the Mulliken charge.
Positions of all 22 atoms, in Å:
C 0.562 -0.511 3.597  -1.2353
C 0.436 0.235 2.275  -0.3960
N 0.536 -0.729 1.175  -0.3926
C 0.344 -0.136 -0.149  -0.2441
C 1.019 -1.059 -1.169  -0.8388
N 0.822 -0.641 -2.555  -0.5074
C -1.160 0.017 -0.403  -0.5468
S -1.444 1.537 -1.406  -0.2700
H -0.197 -1.292 3.636  0.3188
H 0.399 0.136 4.463  0.3822
H 1.557 -0.947 3.688  0.3060
H 1.219 1.001 2.157  0.3220
H -0.532 0.730 2.203  0.3259
H 1.480 -1.118 1.221  0.2754
H 0.803 0.861 -0.254  0.4305
H 2.075 -1.100 -0.874  0.3719
H 0.576 -2.055 -1.088  0.3201
H 1.661 -0.807 -3.090  0.2506
H 0.658 0.360 -2.611  0.2055
H -1.598 -0.819 -0.940  0.3400
H -1.660 0.162 0.547  0.4475
H -2.768 1.406 -1.564  0.1347

Atomic forces in eV per Å
-0.201 0.332 0.011
0.120 -0.213 -0.138
0.408 0.183 -0.055
-0.210 -0.585 -0.345
-0.224 0.097 0.058
0.117 0.479 0.010
-0.143 0.646 -0.293
0.055 -0.064 0.193
0.150 -0.111 -0.021
0.103 0.078 -0.154
-0.025 -0.154 0.050
-0.172 0.083 0.243
-0.004 0.085 0.082
-0.335 -0.049 -0.106
0.129 0.036 0.223
0.021 -0.161 -0.146
0.183 -0.060 0.362
0.046 -0.161 -0.129
-0.060 -0.072 -0.023
0.172 -0.200 0.103
-0.155 -0.129 0.073
0.025 -0.062 0.001

Results
- Net charge: 0
- LUMO energy: 0.964 eV
- Relative energy (zero: lowest compared OMol25 entry of this formula, charge and spin): 11.6 kJ/mol



C25H44Cl30FN2O5P | ωB97M-V/def2-TZVPD

Each line ends with the Mulliken charge.
Positions of all 108 atoms, in Å:
N -0.367 -6.130 3.019  -0.6216
C -0.451 -4.593 3.039  0.0452
C -0.332 -4.008 1.477  0.0551
C -1.890 -3.944 0.889  -0.8619
C -1.989 -4.137 -0.736  -0.1748
C -1.201 -3.006 -1.623  0.5739
C -0.405 -3.387 -2.858  -0.2627
P -0.178 -5.187 -3.485  1.0636
O 0.993 -5.188 -4.592  -0.6757
O 0.435 -6.209 -2.180  -0.5168
O -1.588 -5.833 -4.280  -0.5023
C 0.351 -2.208 -3.770  0.0189
O 0.422 -2.247 -5.118  -0.4579
C 0.975 -0.943 -2.891  0.2816
F 2.219 -0.315 -3.394  -0.2024
C 0.215 -0.554 -1.670  -0.0853
N 0.778 0.590 -0.833  -0.1939
C -1.195 -1.370 -1.289  0.2019
O -2.252 -0.718 -0.787  -0.5930
H 0.628 -6.445 2.938  0.2428
H -0.787 -6.439 3.940  0.2479
H 0.400 -4.101 3.690  -0.3555
H -1.530 -4.342 3.439  0.4140
H 0.236 -4.770 0.780  0.0455
H 0.103 -2.917 1.441  0.1585
H -2.484 -3.012 1.310  0.2248
H -2.429 -4.896 1.368  0.4104
H -3.147 -4.078 -1.016  0.3511
H -1.673 -5.252 -0.974  0.0693
H 0.888 -5.531 -1.563  0.3531
H -1.264 -6.695 -4.706  0.3502
H 1.795 0.729 -1.095  0.0686
H 0.817 0.255 0.161  0.3286
C 2.871 -2.367 5.053  0.4227
Cl 1.158 -2.544 5.452  -0.1930
Cl 3.176 -2.780 3.362  -0.1753
H 3.172 -1.331 5.226  -0.4200
H 3.456 -3.033 5.693  0.3501
C -0.171 -2.700 -8.663  0.6960
Cl -1.310 -3.834 -9.401  -0.1752
Cl 1.183 -2.362 -9.748  -0.1910
H -0.692 -1.766 -8.443  -0.3526
H 0.214 -3.135 -7.738  0.0287
C 2.621 1.297 6.716  0.3835
Cl 1.843 2.177 5.395  -0.1298
Cl 3.952 0.299 6.118  -0.2492
H 3.013 2.016 7.439  0.0433
H 1.882 0.653 7.198  -0.0909
C -3.387 -7.638 -2.098  0.3075
Cl -3.305 -9.359 -1.698  -0.1689
Cl -4.208 -6.728 -0.824  -0.1412
H -2.372 -7.251 -2.214  -0.2406
H -3.937 -7.516 -3.034  0.2711
C 4.785 2.601 -1.125  0.1466
Cl 4.632 0.858 -1.371  -0.1536
Cl 3.259 3.302 -0.574  -0.1113
H 5.555 2.788 -0.371  0.3148
H 5.072 3.070 -2.069  -0.1969
C -3.581 -0.837 -6.829  -0.3602
Cl -2.248 -0.356 -7.885  -0.1803
Cl -3.044 -2.009 -5.619  -0.0690
H -3.968 0.048 -6.319  0.3030
H -4.371 -1.288 -7.435  0.2961
C -2.309 1.381 4.915  -0.1111
Cl -1.988 -0.017 3.882  -0.0895
Cl -1.304 1.340 6.369  -0.0383
H -2.089 2.294 4.357  0.0887
H -3.361 1.372 5.210  0.1668
C -4.923 2.370 7.823  -0.3127
Cl -3.546 3.379 7.364  -0.1191
Cl -4.395 0.749 8.292  -0.1221
H -5.439 2.834 8.667  0.3199
H -5.605 2.290 6.973  0.2451
C -1.596 2.970 0.640  -0.0431
Cl 0.164 3.127 0.584  -0.1317
Cl -2.248 3.657 2.132  -0.1641
H -2.027 3.498 -0.213  0.2608
H -1.860 1.911 0.591  0.0147
C 1.011 2.553 9.759  -0.1864
Cl 0.912 0.828 9.383  -0.1336
Cl 2.683 3.123 9.695  -0.1725
H 0.417 3.110 9.031  0.1934
H 0.615 2.721 10.764  0.3289
C 4.913 3.626 -5.240  -0.4342
Cl 6.616 3.862 -4.831  -0.1130
Cl 4.269 2.171 -4.470  -0.0466
H 4.341 4.492 -4.897  0.2671
H 4.817 3.527 -6.324  0.3581
C -6.003 4.736 0.852  0.0655
Cl -4.669 5.217 -0.204  -0.1719
Cl -5.466 3.564 2.061  -0.1106
H -6.390 5.621 1.362  0.3134
H -6.792 4.285 0.245  -0.0961
C -10.153 3.389 0.339  -0.2379
Cl -9.142 3.346 1.789  -0.1251
Cl -9.210 3.860 -1.080  -0.1580
H -10.577 2.396 0.172  0.2606
H -10.957 4.113 0.488  0.2686
C 9.839 5.198 -5.234  0.1570
Cl 10.495 6.759 -5.739  -0.1401
Cl 10.667 4.596 -3.793  -0.1225
H 8.775 5.315 -5.010  -0.2563
H 9.968 4.478 -6.045  0.3515
C 7.962 7.404 -2.784  -0.2959
Cl 9.665 7.640 -2.375  -0.1286
Cl 7.318 5.949 -2.014  -0.0928
H 7.390 8.270 -2.441  0.3350
H 7.867 7.305 -3.868  0.1927

Atomic forces in eV per Å
-0.144 1.377 1.071
0.569 0.239 -0.868
-1.781 -0.101 0.097
0.132 -0.936 0.634
-1.142 0.710 0.334
2.435 -0.950 -3.268
-2.267 1.993 3.090
5.005 -1.063 -4.770
-4.574 0.151 4.377
-1.451 3.581 -0.775
2.701 -0.326 2.111
0.569 0.519 -5.518
-0.452 0.127 9.059
-2.179 -0.729 1.587
-4.031 -1.748 1.781
3.367 -0.159 -2.449
-0.354 -3.334 -0.772
-3.536 2.539 1.575
6.810 -4.253 -2.969
-1.280 0.446 0.411
1.071 0.187 -1.506
-2.020 -1.006 -1.317
2.293 -0.235 -0.669
-0.792 1.585 1.565
-0.495 -2.260 0.101
1.384 -1.717 -1.150
1.086 1.959 -1.247
2.553 0.042 0.439
-0.246 2.545 0.169
-0.883 -1.560 -1.218
-0.401 1.725 0.654
-1.554 -0.200 0.016
-0.354 0.566 -1.108
0.197 -0.118 0.111
0.037 0.232 0.335
0.089 -0.063 -0.124
-0.481 -0.901 -0.416
-0.221 0.039 -0.217
0.162 0.118 0.460
-0.144 0.008 0.065
0.100 0.065 -0.012
0.434 -0.701 -0.290
-0.058 0.011 -0.276
-0.327 0.142 0.122
0.170 0.078 0.022
0.666 0.879 0.507
-0.016 -0.262 -0.359
0.339 0.163 -0.457
0.161 0.051 -0.320
0.049 0.021 -0.092
-0.090 0.019 -0.009
-0.278 -0.152 0.149
0.074 -0.048 0.321
0.417 0.250 0.049
0.072 -0.002 0.063
0.086 0.077 -0.069
-0.285 -0.137 -0.108
-0.181 -0.218 0.205
-0.397 0.070 0.060
-0.542 0.585 0.098
-0.096 -0.001 0.014
0.239 -0.220 -0.102
0.325 0.032 0.113
-0.173 0.331 -0.012
-0.052 0.026 -0.118
0.106 -0.273 -0.017
0.058 -0.357 0.150
0.300 -0.135 -0.010
-0.355 0.116 0.045
-0.349 0.345 0.095
-0.122 -0.024 0.000
0.243 -0.142 -0.182
0.265 -0.018 0.168
-0.066 -0.241 -0.319
-0.148 0.336 0.188
0.210 0.064 -0.033
0.131 -0.025 0.308
0.123 0.226 0.087
-0.344 0.256 0.060
-0.350 -0.056 0.422
-0.010 0.191 0.178
0.217 -0.199 0.084
0.211 -0.136 -0.243
-0.393 0.125 -0.296
-0.007 -0.007 -0.034
-0.070 0.117 -0.200
0.209 -0.244 0.026
0.112 -0.060 0.308
-0.398 0.063 0.012
-0.027 0.097 -0.111
-0.426 0.000 0.032
0.220 -0.227 -0.098
0.329 0.055 0.161
-0.413 -0.088 0.045
-0.098 -0.035 0.039
-0.095 -0.003 -0.089
0.246 0.236 0.031
0.317 -0.113 -0.042
-0.175 -0.200 -0.081
-0.081 0.025 -0.164
-0.067 -0.189 -0.092
0.361 0.057 0.007
0.055 0.221 0.232
-0.054 0.294 -0.156
-0.146 0.187 0.030
-0.106 0.010 0.019
0.180 -0.280 0.005
0.096 -0.053 0.254

Results
- Net charge: 0
- LUMO energy: -2.116 eV



C6H6O2 | ωB97M-V/def2-TZVPD

Each line ends with the Mulliken charge.
Positions of all 14 atoms, in Å:
C -0.277 1.662 0.104  -0.4295
C 1.002 1.354 -0.301  -0.5556
C 1.538 -0.062 -0.105  0.0801
O 1.062 -0.904 0.895  -0.4169
C 0.545 -1.319 -0.378  -0.1455
C -0.757 -0.615 -0.631  -0.1923
O -2.127 -0.462 -0.010  -0.4214
C -1.121 0.416 0.473  0.1491
H -0.537 2.760 0.315  0.2971
H 1.536 2.048 -0.983  0.3412
H 2.638 -0.152 -0.236  0.3877
H 1.003 -2.117 -0.961  0.3774
H -0.794 -0.232 -1.688  0.2934
H -0.906 -0.004 1.498  0.2353

Atomic forces in eV per Å
-0.079 1.162 0.044
-1.694 -0.642 0.331
-0.381 -0.032 -1.438
0.443 -1.053 0.230
0.567 2.679 0.806
-1.344 1.425 0.443
0.628 0.120 -1.633
3.044 -2.046 0.358
-0.063 -1.697 -0.980
0.224 -0.248 1.344
-0.879 -0.171 -0.347
-0.353 -0.215 0.653
-0.215 -0.278 1.227
0.102 0.995 -1.038

Results
- Net charge: 0
- LUMO energy: 0.584 eV
- Relative energy (zero: lowest compared OMol25 entry of this formula, charge and spin): 528.9 kJ/mol



| no. | total energy (hartree) | HOMO-LUMO gap (Ha) |
| --- | --- | --- |
| 1 | -706.585688 | 0.3649 |
| 2 | -15711.330289 | 0.2635 |
| 3 | -382.484290 | 0.3536 |